1.
The following is a quantum chemistry calculation of a molecular structure, C41H54ClN6SZn in a non-equilibrium geometry, from OMol25.

Calculated values
- relative energy (zero: lowest compared OMol25 entry of this formula, charge and spin) (kcal per mole) = 0.0
- E_HOMO (alpha / beta) (eV) = -3.2 / -3.2
- LUMO (alpha / beta) (Ha) = 0.064 / 0.063
- orbital gap (alpha / beta) (eV) = 4.893 / 4.881

Structure (ORCA input):
```
! RIJCOSX wB97M-V def2-TZVPD def2/J DEFGRID3
* xyz -1 1
Zn -0.7200 -0.1314 0.6646
C -3.6094 -4.2762 3.9043
C -2.1437 -4.6087 3.6003
C -1.3745 -3.3883 3.2078
C -0.5675 -2.6235 3.9713
C -0.2309 -2.7652 5.4201
C -0.9569 -1.7185 6.2734
C -0.0686 -1.5393 3.1110
C 0.9748 -0.7165 3.3568
C 1.6494 0.1975 2.4468
C 3.0353 0.4486 2.5545
C 3.9888 -0.1647 3.5378
C 4.1534 0.6895 4.8002
C 3.3425 1.3456 1.5490
C 2.1295 1.6691 0.8887
C 2.1716 2.6545 -0.1499
C 1.1470 3.3095 -0.8069
N -0.1328 3.1591 -0.2026
C 0.2486 2.2598 -3.5726
C -1.0092 -0.3366 -2.8576
C -1.3811 -1.5139 -2.3179
N -1.3345 -1.6341 -0.8755
C -1.8120 -2.8368 -0.5874
C -1.9418 -3.3641 0.7344
C -1.4076 -2.7832 1.8578
N -0.6979 -1.6388 1.8858
C -2.1890 -3.5495 -1.8050
C -1.9252 -2.7390 -2.8543
C -2.0361 -3.0228 -4.3195
C -0.6611 -2.9920 -4.9939
C -2.8406 -4.8991 -1.8494
C -4.3684 -4.7821 -1.8685
C 0.8456 3.5007 -3.4016
C 1.4316 3.8114 -2.1292
C 2.6414 4.7509 -2.1533
C 3.8942 4.1606 -2.8205
C 1.1887 4.2593 -4.6717
C 1.6274 3.3288 -5.8019
N 1.0875 0.9009 1.4262
C 4.7210 1.8180 1.1792
C 5.2725 1.0479 -0.0272
H -4.0857 -3.8390 3.0258
H -3.6712 -3.5492 4.7158
H -4.1663 -5.1685 4.1982
H -2.1034 -5.3415 2.7904
H -1.6858 -5.0671 4.4797
H 0.8478 -2.6431 5.5538
H -0.4963 -3.7654 5.7693
H -0.7210 -0.7146 5.9197
H -0.6649 -1.7959 7.3228
H -2.0378 -1.8521 6.2042
H 1.4773 -0.8519 4.3087
H 4.9672 -0.2906 3.0654
H 3.6417 -1.1618 3.8180
H 4.4820 1.6963 4.5361
H 4.8873 0.2576 5.4862
H 3.2008 0.7808 5.3257
H 3.1778 2.8590 -0.4985
H -1.5556 1.5541 -3.1490
H -2.4336 -4.3218 0.8440
H -2.6749 -2.2670 -4.7851
H -2.5053 -3.9969 -4.4767
H -0.1707 -2.0372 -4.8029
H -0.7406 -3.1304 -6.0740
H -0.0187 -3.7750 -4.5857
H -2.5356 -5.4752 -0.9733
H -2.5062 -5.4500 -2.7319
H -4.7151 -4.2535 -0.9788
H -4.8484 -5.7631 -1.9002
H -4.6909 -4.2104 -2.7403
H 2.8803 5.0345 -1.1305
H 2.3542 5.6615 -2.6832
H 4.2622 3.3005 -2.2600
H 4.6947 4.9025 -2.8711
H 3.6838 3.8193 -3.8343
H 1.9665 4.9905 -4.4706
H 0.2986 4.8095 -4.9926
H 2.0263 3.8964 -6.6466
H 0.7889 2.7286 -6.1486
H 2.3938 2.6371 -5.4493
H 5.3927 1.6756 2.0292
H 4.7100 2.8876 0.9559
H 5.3847 -0.0092 0.2204
H 6.2447 1.4354 -0.3428
H 4.5813 1.1114 -0.8697
C -2.5047 3.3342 1.8675
N -3.0665 2.4842 0.8278
C -3.6495 3.1606 -0.3285
C -3.7627 1.9912 -1.3398
N -3.2879 0.8126 -0.5871
C -2.3278 1.3842 0.3836
S -0.7904 1.8432 -0.7831
H -3.3066 3.9422 2.2946
H -1.7074 3.9801 1.4929
H -2.0923 2.6912 2.6437
H -3.0119 3.9671 -0.7078
H -4.6231 3.5767 -0.0502
H -3.0724 2.1433 -2.1673
H -4.7661 1.8448 -1.7400
H -4.0661 0.4630 -0.0402
Cl -0.2825 1.0577 -2.6123
C 1.2461 0.4003 -2.2760
H 1.4881 -0.3075 -1.4919
H 2.1249 0.6359 -2.8636
*
```

***

2.
The following is a quantum chemistry calculation of a molecular structure, C41H56As2BrN3O5SSiZr in a non-equilibrium geometry, from OMol25.

Calculated values
- E_HOMO (eV) = -12.5
- LUMO (Ha) = -0.202
- orbital gap (eV) = 7.046

Structure (ORCA input):
```
! RIJCOSX wB97M-V def2-TZVPD def2/J DEFGRID3
* xyz 2 1
Zr -0.3126 0.5189 2.1397
C 0.3565 2.8935 5.3512
As -1.0700 2.2316 4.2228
C -2.4620 1.7436 5.4663
C -1.6985 3.8786 3.4076
C -2.6896 4.6579 3.9968
C -3.0959 5.8437 3.4013
C -2.5070 6.2651 2.2198
C -1.5194 5.4960 1.6237
C -1.1184 4.2960 2.2051
As 0.2296 3.1849 1.3593
C 1.8676 4.0653 1.8869
C 0.0359 3.6173 -0.5118
H 0.0534 3.8587 5.7566
H 1.2693 2.9934 4.7702
H 0.5320 2.1798 6.1549
H -2.5435 2.5218 6.2259
H -2.1831 0.8070 5.9496
H -3.4082 1.6191 4.9427
H -3.1580 4.3541 4.9249
H -3.8723 6.4387 3.8614
H -2.8199 7.1911 1.7573
H -1.0741 5.8432 0.6992
H 1.7174 5.1410 1.7885
H 2.6882 3.7499 1.2420
H 2.1130 3.8137 2.9143
H 0.3683 4.6401 -0.6939
H -1.0029 3.4948 -0.8108
H 0.6575 2.9281 -1.0836
O 1.5543 0.9438 2.9979
N 2.3878 -0.0371 3.3904
C 3.6382 -0.0498 2.8918
C 4.5198 -0.9990 3.3315
C 4.0839 -1.9262 4.2879
C 2.7974 -1.8852 4.7629
C 1.8994 -0.9073 4.3059
S 0.2632 -0.7249 4.7976
H 3.8452 0.7241 2.1698
H 5.5244 -1.0148 2.9385
H 4.7648 -2.6795 4.6579
H 2.4442 -2.5920 5.4985
O -1.3984 0.7639 0.1996
C -2.4281 0.2639 0.7440
O -2.5308 0.4831 2.0087
C -3.3383 -0.6122 0.0052
C -2.8105 -1.7151 -0.6513
C -3.6440 -2.6436 -1.2770
C -4.9933 -2.3842 -1.2403
O -5.9928 -3.1095 -1.7882
C -7.2162 -2.4379 -1.4564
O -6.8667 -1.2363 -0.7596
C -5.5197 -1.2565 -0.6086
C -4.7224 -0.3592 0.0545
H -1.7376 -1.8485 -0.6782
H -3.2527 -3.5245 -1.7652
H -7.8088 -3.0807 -0.8015
H -7.7465 -2.1801 -2.3736
H -5.1309 0.4949 0.5736
C 0.5905 1.7498 -4.2865
C 0.3951 0.2287 -4.2056
C 0.3485 -0.3169 -5.6579
C -0.9415 -0.0166 -3.4793
Si 1.8045 -0.7085 -3.3842
Br 1.4405 -0.2937 0.2186
C 3.4725 0.1393 -3.1911
C 4.4952 -0.6813 -2.3916
C 3.9591 0.2854 -4.6607
C 3.3988 1.5331 -2.5398
C 1.7186 -2.5987 -3.2972
C 2.2686 -3.1981 -1.9882
C 2.6095 -3.0492 -4.4852
C 0.3097 -3.1945 -3.4787
H -0.2515 2.1623 -4.8447
H 1.4971 2.0456 -4.8115
H 0.5877 2.2152 -3.3029
H -0.4601 0.2000 -6.1788
H 0.1452 -1.3850 -5.7226
H 1.2676 -0.1115 -6.2087
H -1.7179 0.5396 -4.0084
H -0.9162 0.3456 -2.4507
H -1.2460 -1.0595 -3.4684
H 4.7106 -1.6555 -2.8288
H 4.1781 -0.8258 -1.3589
H 5.4339 -0.1254 -2.3779
H 4.0875 -0.6700 -5.1682
H 4.9366 0.7714 -4.6402
H 3.3019 0.9084 -5.2677
H 3.0083 1.4828 -1.5252
H 2.8099 2.2514 -3.1073
H 4.4166 1.9231 -2.4846
H 3.3274 -3.0012 -1.8291
H 2.1419 -4.2803 -2.0359
H 1.7209 -2.8383 -1.1220
H 3.6440 -2.7216 -4.3960
H 2.2254 -2.7188 -5.4522
H 2.6159 -4.1410 -4.4971
H -0.3387 -2.9565 -2.6335
H 0.4132 -4.2797 -3.5127
H -0.1954 -2.8918 -4.3950
N 0.9953 -5.8201 0.3016
C 0.3493 -5.1022 0.9214
C -0.4855 -4.1865 1.6442
C -1.6340 -4.5833 2.3163
C -2.3823 -3.6025 2.9443
C -1.9804 -2.2823 2.8549
N -0.8786 -1.8898 2.1940
C -0.1357 -2.8397 1.6185
H -1.9293 -5.6230 2.3442
H -3.2758 -3.8485 3.4982
H -2.5586 -1.4944 3.3213
H 0.7635 -2.5266 1.1129
*
```

***

3.
The following is a quantum chemistry calculation of 8 unconnected molecules or ions with the total composition C41H56FN9O8S in a non-equilibrium geometry, from OMol25.

Calculated values
- E_HOMO (eV) = -6.1
- LUMO (Ha) = -0.011
- orbital gap (eV) = 5.842

Structure (ORCA input):
```
! RIJCOSX wB97M-V def2-TZVPD def2/J DEFGRID3
* xyz 0 1
C -5.1811 -2.8654 -0.1627
C -4.5408 -3.6764 -1.3135
O -5.1508 -4.5787 -1.8170
O -3.2834 -3.2925 -1.6658
C -3.0610 -3.3443 -3.0912
C -2.2947 -2.0876 -3.6251
C -0.9092 -2.5892 -4.1478
C 0.1063 -1.4114 -4.4030
C 1.1344 -1.3513 -3.2242
C 0.3780 -0.8799 -1.9428
C 1.3389 -0.3053 -0.8721
C 1.8773 -1.2420 0.0287
C 2.7569 -0.7442 1.0755
C 3.0614 0.6888 1.1597
C 2.5137 1.6343 0.2574
C 2.7982 3.1222 0.4060
C 1.5468 3.6902 1.1600
O 1.5530 3.5289 2.3584
N 0.4854 4.3579 0.4792
C -0.7429 4.1555 1.2777
C 0.8983 5.7923 0.4010
C 1.6323 1.1178 -0.7789
S 0.8115 2.1456 -1.9810
O -0.6007 2.1821 -1.6100
O 1.3068 3.5125 -2.0589
F 0.8540 1.5247 -3.4824
C 3.9704 1.0789 2.3123
O 4.8441 1.9155 2.2586
C 3.7236 0.2605 3.5619
C 3.7972 0.9944 4.9147
C 2.3346 1.5104 5.1948
C 1.3228 0.3638 5.4055
O 0.1403 0.7900 6.0875
C 3.4343 -1.0624 3.4475
C 3.3152 -1.6295 2.0806
O 3.7159 -2.9406 1.7907
H -6.2565 -3.0668 -0.0903
H -4.9828 -1.7856 -0.2958
H -4.6733 -3.1618 0.7744
H -3.9919 -3.4394 -3.6668
H -2.4510 -4.2420 -3.3004
H -2.1760 -1.3928 -2.7748
H -2.8938 -1.6165 -4.4328
H -1.0099 -3.2085 -5.0575
H -0.4479 -3.2475 -3.3808
H 0.5885 -1.4724 -5.3941
H -0.4869 -0.4783 -4.3350
H 1.8662 -0.5646 -3.4889
H 1.6880 -2.2949 -3.0778
H -0.4570 -0.1936 -2.1413
H -0.0498 -1.7939 -1.4799
H 1.6449 -2.3072 -0.0191
H 3.6452 3.3344 1.0797
H 3.0171 3.6433 -0.5377
H -1.6118 4.4152 0.6483
H -0.7991 3.0779 1.5206
H -0.6850 4.7338 2.2177
H 0.2924 6.3773 1.1123
H 0.7798 6.1375 -0.6430
H 1.9721 5.8617 0.6623
H 4.4016 1.9137 4.8192
H 4.1577 0.3368 5.7313
H 2.0004 2.1078 4.3221
H 2.3025 2.1972 6.0621
H 1.7761 -0.5096 5.9249
H 1.0096 0.0192 4.3969
H -0.5137 0.1198 5.8585
H 3.2420 -1.6669 4.3433
C -6.6692 -3.4109 -6.4840
C -5.5339 -2.6659 -5.9160
N -4.6479 -2.0877 -5.4708
H -6.4940 -4.4807 -6.3847
H -7.5835 -3.1483 -5.9550
H -6.7819 -3.1631 -7.5379
C -3.2174 -0.0345 1.5784
C -2.1619 0.7692 2.2177
N -1.3395 1.3982 2.7143
H -2.9728 -1.0927 1.6537
H -4.1701 0.1448 2.0704
H -3.3012 0.2379 0.5267
C 3.5763 -4.5740 -1.7007
C 3.6358 -3.9318 -0.3806
N 3.6860 -3.4325 0.6480
H 4.4321 -5.2364 -1.8256
H 2.6569 -5.1516 -1.7908
H 3.5980 -3.8085 -2.4758
C 3.2300 4.4380 -4.7323
C 3.7790 5.1333 -5.9103
N 4.2072 5.6736 -6.8283
H 2.6760 3.5542 -5.0430
H 4.0448 4.1354 -4.0767
H 2.5631 5.1001 -4.1841
C 5.1570 2.6273 8.7923
C 5.3031 1.2551 8.2794
N 5.4198 0.1830 7.8814
H 4.8926 3.2989 7.9770
H 4.3735 2.6569 9.5475
H 6.0947 2.9564 9.2367
C -7.4466 1.2389 1.3053
C -6.9015 -0.0575 1.7436
N -6.4761 -1.0677 2.0857
H -7.7584 1.8193 2.1717
H -6.6851 1.7934 0.7592
H -8.3050 1.0770 0.6560
C 2.8742 -1.8248 -8.4482
C 1.4776 -2.2886 -8.3814
N 0.3892 -2.6534 -8.3387
H 3.3705 -2.0106 -7.4972
H 3.4022 -2.3578 -9.2368
H 2.8984 -0.7574 -8.6605
C -3.7859 -1.2848 7.0849
C -2.5327 -1.6170 6.3876
N -1.5553 -1.8760 5.8441
H -4.2550 -0.4256 6.6089
H -4.4669 -2.1329 7.0426
H -3.5757 -1.0462 8.1258
*
```

***

4.
The following is a quantum chemistry calculation of a molecular structure, C41H56N8O2S3Sr in a non-equilibrium geometry, from OMol25.

Calculated values
- relative energy (zero: lowest compared OMol25 entry of this formula, charge and spin) (kcal per mole) = 30.3
- E_HOMO (eV) = -11.1
- LUMO (Ha) = -0.173
- orbital gap (eV) = 6.388

Structure (ORCA input):
```
! RIJCOSX wB97M-V def2-TZVPD def2/J DEFGRID3
* xyz 2 1
Sr -7.9806 21.0747 1.7641
C -8.2824 23.8755 4.8655
C -7.4280 24.7619 3.9725
S -7.1099 24.1418 2.3342
C -5.2827 24.1495 2.1496
C -4.4635 23.3622 3.1644
S -4.9402 21.5904 3.2720
C -5.2041 21.1964 5.0431
C -6.0904 22.1247 5.8251
S -7.8030 22.1696 5.1731
H -8.4324 24.3567 5.8504
H -9.3251 23.8418 4.4167
H -8.0153 25.6758 3.8300
H -6.4925 25.0749 4.4641
H -5.0198 23.7691 1.1511
H -5.0407 25.1818 2.1424
H -3.4156 23.3353 2.7970
H -4.4406 23.8547 4.1916
H -5.5741 20.1718 5.1214
H -4.1944 21.1409 5.5243
H -6.2396 21.7407 6.8344
H -5.6641 23.1132 5.8748
C -10.7542 20.3796 0.0376
N -9.3580 20.6977 -0.3101
C -9.0080 21.2497 -1.4105
C -7.6476 21.6269 -1.6866
C -7.0034 22.1683 -2.8709
C -5.6258 22.1054 -2.6191
C -5.5077 21.7098 -1.2700
N -6.7071 21.4397 -0.6844
C -11.1009 18.9576 -0.3599
C -11.2370 17.9412 0.5792
C -11.3192 16.5777 0.1868
C -11.5623 16.3146 -1.1642
C -11.6072 17.3642 -2.1037
C -11.3141 18.6638 -1.7367
H -11.4540 21.1176 -0.3585
H -10.8047 20.4383 1.1448
H -9.7611 21.5506 -2.1870
H -7.4851 22.5776 -3.7353
H -4.7816 22.3517 -3.2507
H -4.5845 21.5757 -0.6983
H -11.2010 18.2404 1.6123
H -11.3498 15.8223 0.9786
H -11.8325 15.3092 -1.5092
H -11.7934 17.0783 -3.1452
H -11.3000 19.4763 -2.4694
O -14.3262 18.5298 5.5342
C -13.1871 17.6708 5.7262
C -12.0156 18.2875 4.9830
C -10.7082 17.8333 4.9287
C -9.7367 18.5741 4.2609
N -9.9588 19.7312 3.6527
C -11.2164 20.2446 3.7517
C -12.2591 19.4869 4.2636
C -11.4797 21.5969 3.3735
C -12.6228 22.1651 3.9587
C -13.1091 23.3997 3.5656
C -14.3896 23.9477 4.1454
O -15.2407 22.8198 4.5106
C -12.3115 24.0710 2.5997
C -11.1403 23.5038 2.1332
N -10.6165 22.3641 2.6425
H -15.0773 18.1824 6.0838
H -13.4249 16.6374 5.3229
H -12.9291 17.6223 6.7837
H -10.4403 16.8601 5.3702
H -8.7286 18.1903 4.2383
H -13.2790 19.8689 4.1805
H -13.1271 21.5825 4.7607
H -14.8558 24.5145 3.3233
H -14.1731 24.6389 5.0091
H -15.3217 22.8402 5.5212
H -12.6517 25.0548 2.2429
H -10.6152 24.0559 1.3413
C -6.8013 18.8819 9.0377
C -6.3072 18.1709 7.8344
C -5.0560 17.6313 7.5871
C -5.1030 17.1329 6.2535
N -6.2828 17.3639 5.6967
N -7.0321 17.9620 6.6559
C -3.9694 16.5230 5.5401
H -5.9410 18.9710 9.7377
H -7.7150 18.3987 9.5745
H -7.1859 19.9266 8.7998
H -4.2590 17.5557 8.2693
H -8.0298 18.0531 6.5542
H -4.3091 15.6986 4.9149
H -3.2477 16.0844 6.2262
H -3.4692 17.2831 4.8991
C -6.8012 16.5231 -0.3971
C -7.1124 18.0168 0.0329
N -6.6212 18.3363 1.4169
C -5.1301 18.2320 1.3859
C -4.6274 16.8385 0.8669
N -5.8978 15.9200 0.6493
C -6.5731 15.8237 1.9670
C -7.1429 17.2289 2.3368
H -6.2855 16.4500 -1.3780
H -7.6823 15.9306 -0.4843
H -8.1834 18.2188 -0.0233
H -6.6471 18.7332 -0.6340
H -4.7259 18.4961 2.3615
H -4.7627 19.0316 0.7031
H -3.9548 16.3832 1.5853
H -4.0894 16.9458 -0.0915
H -5.5692 14.9974 0.3348
H -5.8716 15.4669 2.7354
H -7.3981 15.1016 1.9379
H -6.8802 17.5347 3.3597
H -8.2296 17.1751 2.1813
*
```